{
  "formula": "C62H48BrMnNO5S",
  "method": "wB97M-V/def2-TZVPD",
  "species": ["Mn", "Br", "C", "C", "C", "C", "C", "C", "C", "C", "C", "C", "H", "H", "H", "H", "H", "H", "C", "C", "C", "O", "C", "C", "O", "C", "O", "C", "C", "C", "C", "C", "C", "C", "C", "C", "C", "C", "C", "C", "O", "C", "C", "C", "C", "C", "C", "C", "C", "C", "C", "C", "C", "H", "H", "H", "H", "H", "H", "H", "H", "H", "H", "H", "H", "H", "H", "H", "H", "H", "H", "H", "H", "H", "H", "H", "H", "H", "H", "H", "H", "N", "C", "C", "C", "C", "C", "C", "C", "C", "C", "H", "H", "H", "H", "O", "S", "C", "C", "C", "C", "C", "C", "C", "C", "C", "C", "C", "C", "H", "H", "H", "H", "H", "H", "H", "H", "H", "H"],
  "coordinates": [[-0.9237, -3.1581, -0.9217], [-1.1616, -5.4034, 0.2335], [0.6162, -5.4714, 0.9222], [1.0920, -6.6476, 1.4460], [2.3168, -6.6184, 2.0245], [3.0946, -5.4926, 2.1096], [2.5903, -4.3024, 1.5877], [3.3304, -3.0098, 1.6460], [2.8536, -1.8720, 1.0859], [1.4861, -1.7919, 0.5501], [0.5817, -3.0552, 0.5096], [1.2848, -4.2662, 1.0308], [0.6409, -7.6002, 1.3760], [2.6981, -7.5476, 2.4211], [4.1302, -5.4512, 2.4971], [4.3189, -3.0639, 2.1298], [3.5297, -0.9731, 1.1277], [1.0988, -1.0990, -0.2422], [-3.7058, 0.3149, -6.0440], [-3.8645, 0.3181, -4.5086], [-5.3605, 0.4076, -4.1580], [-3.1509, 1.4325, -3.8927], [-1.9641, 0.9438, -3.2573], [-2.3989, -0.5247, -2.9400], [-3.2226, -0.8610, -4.0803], [-1.2427, -1.5018, -2.7152], [-0.7924, -1.3421, -1.3812], [-0.0815, -1.3133, -3.6622], [-0.2940, -1.5840, -4.9836], [0.7986, -1.4162, -5.9314], [2.0459, -1.2010, -5.3799], [2.2374, -0.9165, -4.0191], [1.1628, -0.9486, -3.1661], [-1.7264, -2.9906, -2.7717], [-2.7867, -3.2914, -1.8945], [-3.2800, -4.6454, -1.8665], [-2.6750, -5.6167, -2.5885], [-1.4808, -5.2855, -3.3114], [-1.0787, -4.0185, -3.5078], [-1.5915, 1.9505, -2.1239], [-0.4827, 1.1859, -1.5057], [-2.6934, 2.0303, -1.0639], [-3.8085, 2.8466, -1.2848], [-4.7612, 2.9532, -0.3131], [-4.6802, 2.2170, 0.8314], [-3.6205, 1.3144, 1.0158], [-2.5990, 1.2199, 0.0391], [-0.9671, 3.2553, -2.5554], [-0.8972, 4.3398, -1.6339], [-0.0043, 5.4076, -1.7811], [0.7599, 5.4068, -2.9400], [0.6368, 4.4474, -3.9500], [-0.2168, 3.3744, -3.7494], [-4.3095, 1.1361, -6.4508], [-3.9862, -0.6134, -6.4749], [-2.6391, 0.5173, -6.4099], [-5.8363, 1.3190, -4.6647], [-5.5473, 0.4014, -3.0545], [-5.8925, -0.3847, -4.6703], [-1.1107, 0.9460, -3.9471], [-2.9754, -0.4966, -2.0278], [-1.2767, -1.8847, -5.3702], [0.6193, -1.4969, -6.9835], [2.9264, -1.0855, -6.0166], [3.2157, -0.5476, -3.7366], [1.1730, -0.6011, -2.1132], [-3.4083, -2.4855, -1.5721], [-4.1803, -4.8518, -1.3778], [-2.9481, -6.6454, -2.5417], [-0.9575, -6.0565, -3.8318], [-0.1814, -3.7940, -4.1011], [-3.9464, 3.4390, -2.1734], [-5.6681, 3.5676, -0.4759], [-5.4199, 2.2413, 1.6583], [-3.5891, 0.7234, 1.8682], [-1.8290, 0.4947, 0.0912], [-1.4106, 4.1915, -0.6657], [0.0478, 6.1277, -0.9959], [1.5774, 6.0972, -2.9488], [1.3132, 4.4147, -4.8153], [-0.2006, 2.5242, -4.4345], [4.4643, 5.9539, 4.6537], [3.9304, 5.2616, 3.8944], [3.1700, 4.3594, 3.0695], [3.6997, 3.2816, 2.3959], [3.0312, 2.5951, 1.4367], [1.7462, 3.0008, 1.0869], [1.1670, 4.0952, 1.7569], [1.8434, 4.7781, 2.7289], [1.0631, 2.4045, 0.0020], [0.3580, 1.8787, -0.8199], [4.7676, 3.0190, 2.6645], [3.4173, 1.6279, 1.1072], [0.2538, 4.4262, 1.3796], [1.4292, 5.6063, 3.2417], [0.3823, -1.9822, 1.4416], [3.2235, 1.6906, 5.0478], [3.5189, 0.3949, 6.3051], [4.8501, 0.2300, 6.5892], [5.2802, -0.6522, 7.5850], [4.2746, -1.2672, 8.3086], [2.9266, -1.1155, 7.9898], [2.5092, -0.2952, 6.9471], [1.4834, 1.4901, 4.6485], [0.6022, 2.3567, 5.2818], [-0.7558, 2.2411, 4.9340], [-1.2214, 1.3468, 3.9784], [-0.3331, 0.5348, 3.3539], [1.0560, 0.5728, 3.7178], [5.5004, 0.9368, 6.0523], [6.3012, -0.8003, 7.8015], [4.5218, -1.8434, 9.1535], [2.2094, -1.5815, 8.6727], [1.4142, -0.1749, 6.7474], [1.0113, 3.1002, 5.9345], [-1.3574, 3.0070, 5.3890], [-2.2173, 1.5142, 3.6094], [-0.5729, -0.1837, 2.5835], [1.7007, -0.0902, 3.1076]],
  "forces_ev_per_a": [[1.2, 0.3, 1.6], [0.0, -0.2, -0.2], [-0.2, 0.2, 0.5], [-0.2, 0.3, -0.6], [1.7, -1.0, 1.0], [0.7, 1.3, -0.4], [-0.6, 1.5, 0.1], [-0.2, -0.4, -0.3], [1.1, 0.1, 0.8], [-2.1, -0.2, -1.5], [1.3, 1.0, -0.5], [-0.3, -0.2, 0.0], [-1.0, -0.6, -0.2], [0.1, -0.1, 0.1], [-0.8, -0.4, 0.0], [-0.5, 0.3, -0.4], [-0.9, -0.9, -0.3], [1.4, -0.2, 0.9], [1.5, 2.0, 0.0], [0.3, 0.7, -1.1], [-0.2, 1.2, -0.1], [-0.3, -0.7, -0.4], [-0.8, 0.3, -0.6], [0.5, 1.0, -0.3], [0.7, 0.2, 1.5], [0.2, -0.4, 0.0], [-0.6, -1.1, -0.1], [-0.7, -0.4, 0.3], [1.3, 0.5, -2.8], [-1.3, -0.6, 2.5], [0.6, 0.8, -0.5], [-0.1, 0.2, -0.6], [-0.1, 0.7, 0.9], [0.2, 1.4, -0.3], [-0.6, -1.4, -0.8], [0.3, 1.0, -1.1], [1.6, 0.5, -0.1], [-1.1, -1.1, -0.3], [0.9, 0.8, 0.5], [-0.3, -1.2, 0.3], [0.4, 0.4, -0.8], [0.3, 0.6, -1.5], [0.6, 0.1, 0.0], [-1.9, 0.8, -0.3], [0.5, -1.6, 2.1], [0.3, 1.4, -2.2], [-1.9, 0.4, 1.1], [0.2, 1.8, -0.5], [-0.2, -1.2, 0.5], [-1.1, -1.8, -1.2], [0.5, 0.2, 0.2], [0.2, -0.2, 0.4], [-0.5, -0.8, 0.7], [0.0, -0.3, -0.1], [-0.5, -0.9, -0.2], [-1.3, -0.3, 0.9], [1.0, -0.8, 1.1], [0.1, 0.0, -1.0], [0.0, -0.6, 0.3], [-0.3, -0.3, 0.0], [-0.5, -0.1, 0.3], [0.4, 0.3, 0.3], [0.1, -0.2, -0.4], [-0.3, -0.1, 0.0], [0.0, -0.3, 0.3], [0.4, -0.5, -1.0], [-0.3, 0.3, 0.5], [-1.2, -0.3, 0.9], [-0.5, -0.5, 0.0], [0.2, -0.6, -0.2], [-0.6, -0.2, 0.3], [0.4, 0.0, -0.3], [0.8, -0.2, 0.0], [0.3, 0.3, -0.9], [0.1, -1.1, 1.4], [0.7, -0.5, 0.3], [0.1, 0.3, -0.7], [0.4, 0.5, 0.2], [0.2, 0.6, -0.5], [-0.4, 0.3, 0.5], [0.0, 0.5, 0.0], [-0.3, -0.4, -0.8], [0.3, -0.2, 1.1], [-1.6, 1.5, -0.9], [3.2, 0.2, 1.4], [-0.8, -1.3, 0.0], [0.5, 0.6, -0.1], [1.2, -0.6, -0.3], [1.6, -1.1, 0.3], [-0.5, -0.6, -0.3], [0.2, -0.3, 1.2], [-1.4, 0.1, -0.4], [0.1, 0.6, -0.4], [-1.6, 0.5, -0.2], [-0.4, 0.7, 0.3], [0.3, -0.4, 0.8], [-0.2, -0.9, 0.4], [-1.1, 1.1, -1.4], [1.1, 0.4, 0.1], [-1.7, 0.8, -0.8], [-0.3, 0.1, -0.5], [-0.1, 0.0, 0.6], [-0.8, -0.4, 0.6], [1.2, 0.0, 0.4], [-1.2, -1.1, -1.1], [1.4, 1.2, 0.9], [-0.2, 1.4, 0.2], [2.4, -1.0, 0.1], [-1.6, -0.6, -1.4], [0.2, -0.8, 0.3], [1.0, 0.0, 0.3], [0.3, -0.8, 0.9], [0.1, 0.0, -0.5], [1.3, 0.0, 0.0], [-0.2, 0.3, 0.4], [-0.8, -0.1, 0.0], [-0.4, -0.5, 0.1], [-0.3, 0.1, -0.1], [-0.1, 0.5, 0.9]],
  "total_charge": 0,
  "multiplicity": 4,
  "homo_lumo_gap_ev": [7.922, 7.682],
  "e_lumo_ha": [0.0001, 0.0058],
  "energy_ev": -188991.075
}